Here is one molecule with the formula CH3N5 from the Open Molecules 2025 dataset. Energies are from ωB97M-V with the def2-TZVPD basis set.

Calculated values
DFT total energy: -8532.21226 eV
2S+1: 1
ΔE to the lowest compared entry with this formula, charge and spin: 2.883 eV
SMILES: [H]/N=c1/nn[nH][nH]1
Frontier orbital gap: 9.464 eV
Max |F|: 0.1287 hartree/bohr

Geometry as XYZ:
```
9
Properties=species:S:1:pos:R:3:lowdin_charge:R:1
H 0.214 1.231 1.989 0.1146
N -0.082 1.633 1.010 0.1261
C -0.003 0.776 0.180 -0.5517
N -0.383 0.953 -1.291 0.0747
N -0.360 -0.201 -1.821 0.0393
N -0.159 -1.173 -0.715 -0.1115
N 0.369 -0.550 0.309 -0.0538
H 0.552 -1.942 -0.971 0.1543
H -0.149 -0.726 1.310 0.2080
```